Formula: C13H18ClO4S4Se4Y
Source: OMol25
Level of theory: ωB97M-V with the def2-TZVPD basis set

The geometry in XYZ format:
```
45
Properties=species:S:1:pos:R:3:lowdin_charge:R:1
Y 0.2260 -0.2793 -0.1034 0.8544
Se -1.4089 1.3849 -1.9094 -0.1202
Se -0.4708 -1.5945 -3.8610 -0.2168
Se -2.2165 -0.7163 -2.5721 -0.1725
Se 1.1016 -2.1017 -2.1939 -0.1551
Cl -3.1859 4.1277 4.9302 0.5485
S 2.1328 -1.2441 1.9313 0.2641
S 0.8764 2.1780 1.6084 0.8872
S -0.2659 4.3732 -0.9208 0.8121
S 2.2463 1.6787 -1.3673 0.8157
O 3.1597 -2.2467 1.7539 -0.3490
O 2.2880 -0.1362 0.8688 -0.5979
O 2.1076 -0.6374 3.2522 -0.3699
O 0.7591 -1.7676 1.5565 -0.4869
C 1.4134 4.4058 -1.6135 -0.5290
C -1.9460 -0.4248 1.1670 -0.2477
C -3.1984 1.6634 1.7550 -0.0738
C 1.8218 3.1367 -2.3488 -0.5455
C -1.5934 0.8070 3.3162 -0.0784
C 0.0180 4.8106 0.8124 -0.5345
C -1.8757 1.8478 4.1807 -0.1422
C 2.5385 2.8157 1.2695 -0.4699
C -3.4909 2.7061 2.6202 -0.1584
C -2.2536 0.6601 2.0715 -0.3522
C -2.8318 2.7939 3.8347 -0.7158
C 3.2442 2.3296 -0.0152 -0.5147
C -0.1191 3.6711 1.8127 -0.5087
H 3.1595 2.5202 2.1149 0.0762
H -3.7019 1.6097 0.7966 0.0981
H -0.7286 5.5640 1.0739 0.0661
H -2.7277 -0.6006 0.4277 0.0023
H -4.2245 3.4561 2.3487 0.0924
H 2.4669 3.9034 1.2838 0.0510
H 1.4650 5.2361 -2.3221 0.0623
H -1.6745 -1.3437 1.6898 0.0349
H 2.6819 3.3688 -2.9833 0.0669
H -0.8206 0.0925 3.5811 0.1110
H -1.3429 1.9347 5.1198 0.0983
H 2.1148 4.6302 -0.8100 0.0507
H 0.9884 5.3048 0.8840 0.0557
H -1.1386 3.2833 1.7833 0.0445
H 0.0428 4.0655 2.8196 0.0820
H 3.8644 1.4760 0.2426 0.0574
H 3.8936 3.1185 -0.4055 0.0751
H 1.0108 2.7891 -2.9933 0.0323
```

Values from the calculation:
- Energy relative to the best compared isomer or geometry (same formula, charge and spin): 33.8 kJ/mol
- Orbital gap: 5.50 eV
- 2S+1: 1
- E: -340262.6175 eV
- Strongest force on any atom: 0.12 eV/Å
- Total charge: -2